Below is 2 unconnected molecules or ions with the total composition C11H14N2O at a distorted geometry, with properties calculated with ωB97M-V/def2-TZVPD.

```
28
Properties=species:S:1:pos:R:3:lowdin_charge:R:1
C 0.336 0.771 3.292 -0.080
C -2.162 0.998 0.443 -0.004
C -1.788 2.274 0.001 -0.335
C -1.449 0.540 1.532 -0.045
C -0.514 1.332 2.213 -0.301
C -0.798 3.067 0.536 -0.017
C -0.182 2.585 1.703 -0.036
O -2.410 2.722 -1.137 0.015
H -2.860 0.432 -0.156 0.118
H -1.747 -0.392 2.022 0.116
H -0.597 4.029 0.119 0.105
H -1.983 3.373 -1.712 0.109
H 1.285 0.315 2.996 0.081
H -0.223 -0.084 3.751 0.083
H 0.585 3.090 2.279 0.111
H 0.525 1.362 4.189 0.077
C 2.126 -3.631 -1.050 -0.069
C 1.545 -1.139 -1.650 -0.060
C 1.411 -2.504 -1.677 -0.347
C -0.113 -1.763 -2.968 -0.237
N 0.459 -0.682 -2.403 0.034
N 0.438 -2.901 -2.642 0.098
H 1.904 -0.506 -0.856 0.106
H 0.267 0.270 -2.625 0.132
H 1.491 -4.479 -0.803 0.071
H 2.666 -3.463 -0.110 0.073
H -1.063 -1.644 -3.474 0.117
H 2.852 -3.972 -1.811 0.085
```

Total charge   0
DFT total energy   -16660.9181 eV
HOMO   -8.5 eV
Relative energy (zero: lowest compared OMol25 entry of this formula, charge and spin)   46.0 kcal per mole
SMILES string   Cc1ccc(O)cc1.Cc1c[nH]cn1
Kohn-Sham gap   9.02 eV

***

Below is a single C17H13Cl2N3OS molecule, with properties calculated with ωB97M-V/def2-TZVPD.

```
37
Properties=species:S:1:pos:R:3:lowdin_charge:R:1
C -4.282 -1.922 -0.833 -0.039
C -3.190 -0.995 -0.402 -0.200
C -3.335 0.360 -0.519 -0.036
C -2.279 1.200 -0.116 -0.576
N -1.159 0.776 0.401 0.095
C -0.981 -0.555 0.536 -0.188
C 0.226 -1.014 1.096 -0.003
C 0.461 -2.355 1.233 -0.071
C -0.502 -3.287 0.828 -0.080
C -1.692 -2.867 0.296 -0.027
C -1.969 -1.497 0.137 -0.108
H -2.430 -3.595 -0.006 0.106
H -0.302 -4.342 0.941 0.102
H 1.392 -2.701 1.657 0.105
H 0.954 -0.285 1.412 0.084
S -2.454 2.930 -0.331 0.990
C -0.781 3.426 0.168 -0.366
C 0.245 2.582 -0.583 -0.558
O 0.151 2.311 -1.746 0.089
N 1.330 2.271 0.216 0.120
C 2.409 1.493 -0.131 -0.335
N 2.585 1.135 -1.389 0.159
C 3.607 0.380 -1.732 -0.144
C 4.542 -0.069 -0.811 -0.664
C 4.399 0.301 0.524 -0.112
C 3.322 1.091 0.867 -0.582
Cl 3.099 1.578 2.517 0.718
H 5.110 -0.023 1.268 0.110
Cl 5.866 -1.060 -1.292 0.677
H 3.677 0.130 -2.780 0.114
H 1.266 2.476 1.206 0.086
H -0.684 4.471 -0.129 0.088
H -0.700 3.330 1.249 0.077
H -4.231 0.805 -0.923 0.109
H -4.609 -2.539 0.002 0.090
H -3.929 -2.582 -1.625 0.091
H -5.133 -1.358 -1.205 0.079
```

Total charge   0
DFT total energy   -60239.1360 eV
HOMO   -8.3 eV
Relative energy (zero: lowest compared OMol25 entry of this formula, charge and spin)   0.0 kcal per mole
SMILES string   Cc1cc(SCC(=O)Nc2ncc(Cl)cc2Cl)nc2ccccc12
Kohn-Sham gap   8.55 eV

***

Below is a molecular structure, C34H66Br2F3NiO16S7 at a distorted geometry, with properties calculated with ωB97M-V/def2-TZVPD.

```
129
Properties=species:S:1:pos:R:3:lowdin_charge:R:1
Ni -2.425 -24.562 -7.583 0.707
C -0.594 -24.924 -4.844 -0.347
O -0.691 -23.533 -4.712 -0.143
O -1.429 -25.393 -5.916 -0.279
C 1.035 -25.167 -4.965 -0.522
F 1.280 -26.327 -4.328 0.104
F 1.455 -25.380 -6.213 0.133
F 1.654 -24.162 -4.326 0.126
C -0.947 -22.847 -3.446 -0.221
C -0.597 -21.404 -3.545 -0.066
H 0.349 -21.106 -3.997 0.052
H -1.326 -20.856 -4.142 0.065
H -0.608 -20.975 -2.543 0.071
H -0.342 -23.355 -2.694 0.060
H -2.001 -23.028 -3.231 0.116
H -0.985 -25.374 -3.931 0.142
C 0.520 -30.228 -4.357 -0.202
C 0.340 -31.667 -4.862 -0.199
C 1.161 -31.639 -6.211 -0.210
S 0.391 -30.255 -7.098 0.737
O -0.964 -30.614 -7.589 -0.341
O 1.355 -29.628 -8.064 -0.388
C 0.403 -29.228 -5.561 -0.198
H 1.552 -30.150 -4.016 0.108
H -0.136 -29.850 -3.572 0.113
H -0.710 -31.953 -4.925 0.112
H 0.759 -32.448 -4.228 0.106
H 1.101 -32.494 -6.886 0.105
H 2.146 -31.205 -6.040 0.100
H -0.325 -28.419 -5.625 0.103
H 1.367 -28.737 -5.693 0.081
C -0.708 -27.138 -12.489 -0.227
C 0.552 -27.526 -11.665 -0.166
C 0.010 -27.866 -10.213 -0.192
S -1.644 -26.977 -9.965 0.800
O -1.465 -25.893 -8.865 -0.493
O -2.642 -28.091 -9.877 -0.360
C -1.709 -26.300 -11.685 -0.211
H -1.262 -27.954 -12.952 0.116
H -0.375 -26.518 -13.322 0.106
H 1.218 -26.663 -11.662 0.099
H 0.914 -28.485 -12.035 0.112
H 0.698 -27.600 -9.411 0.072
H -0.061 -28.948 -10.101 0.082
H -1.334 -25.306 -11.447 0.076
H -2.745 -26.335 -12.023 0.108
C 4.519 -23.964 -6.674 -0.192
C 5.373 -23.411 -7.804 -0.229
C 6.450 -22.475 -7.213 -0.182
S 5.572 -21.641 -5.752 0.727
O 5.088 -20.336 -6.183 -0.354
O 6.374 -21.665 -4.502 -0.370
C 4.162 -22.835 -5.568 -0.174
H 5.127 -24.765 -6.253 0.111
H 3.587 -24.464 -6.938 0.083
H 4.725 -22.806 -8.439 0.096
H 5.756 -24.327 -8.255 0.118
H 6.798 -21.702 -7.897 0.093
H 7.395 -22.941 -6.932 0.096
H 3.187 -22.358 -5.660 0.057
H 4.205 -23.053 -4.501 0.077
C 2.098 -23.283 -10.237 -0.257
C 1.570 -21.912 -10.547 -0.203
C 0.582 -21.391 -9.484 -0.159
S 0.443 -22.751 -8.204 0.805
O -0.912 -23.157 -7.787 -0.410
O 1.424 -22.435 -7.134 -0.326
C 1.132 -24.050 -9.442 -0.197
H 2.972 -23.371 -9.591 0.095
H 2.357 -23.774 -11.176 0.124
H 1.158 -21.918 -11.556 0.117
H 2.364 -21.166 -10.585 0.120
H -0.328 -21.341 -10.082 0.103
H 0.715 -20.468 -8.919 0.085
H 0.329 -24.402 -10.090 0.077
H 1.503 -24.925 -8.909 0.104
C -1.819 -17.991 1.416 -0.229
C -3.017 -18.942 1.692 -0.221
C -4.039 -18.831 0.493 -0.178
S -2.948 -18.375 -0.968 0.652
O -3.343 -17.092 -1.500 -0.326
O -2.839 -19.453 -1.849 -0.325
C -1.344 -18.209 -0.015 -0.182
H -1.148 -18.072 2.271 0.115
H -2.234 -16.991 1.540 0.111
H -3.491 -18.931 2.673 0.113
H -2.660 -19.969 1.604 0.101
H -4.483 -17.886 0.804 0.086
H -4.821 -19.585 0.394 0.103
H -0.704 -17.453 -0.471 0.104
H -1.011 -19.244 -0.099 0.092
C 1.685 -18.796 -4.304 -0.226
C 0.600 -17.737 -4.029 -0.176
C 0.455 -16.886 -5.318 -0.202
S 0.973 -17.945 -6.715 0.694
O 2.145 -17.347 -7.397 -0.346
O -0.157 -18.313 -7.513 -0.345
C 1.514 -19.386 -5.700 -0.216
H 1.775 -19.595 -3.568 0.105
H 2.692 -18.382 -4.269 0.120
H 0.865 -17.160 -3.143 0.113
H -0.301 -18.331 -3.877 0.102
H 1.055 -15.977 -5.370 0.098
H -0.497 -16.461 -5.636 0.097
H 2.315 -19.863 -6.265 0.088
H 0.694 -20.102 -5.758 0.072
C -4.175 -19.894 -5.099 -0.185
C -3.421 -20.003 -6.485 -0.235
C -4.288 -20.798 -7.374 -0.232
S -4.712 -22.305 -6.387 0.765
O -3.514 -23.127 -6.558 -0.444
O -6.103 -22.749 -6.680 -0.349
C -4.620 -21.356 -4.736 -0.157
H -5.050 -19.245 -5.097 0.108
H -3.515 -19.472 -4.342 0.080
H -2.471 -20.520 -6.353 0.100
H -3.100 -19.118 -7.036 0.116
H -3.957 -21.101 -8.367 0.109
H -5.237 -20.262 -7.392 0.104
H -3.771 -21.657 -4.123 0.074
H -5.517 -21.216 -4.134 0.099
Br 4.637 -26.833 -0.836 0.552
C 3.036 -25.612 -1.107 -0.636
C 3.460 -24.191 -0.781 -0.650
Br 1.823 -23.057 -0.750 0.622
H 2.094 -25.855 -0.615 0.054
H 2.759 -25.732 -2.155 0.028
H 4.042 -23.655 -1.530 0.042
H 4.044 -24.104 0.135 0.053
```

Total charge   0
DFT total energy   -334205.2150 eV
Spin multiplicity   4
HOMO (spin up / spin down)   -3.8 / -8.0 eV
Kohn-Sham gap (spin up / spin down)   3.93 / 8.12 eV